Entry 1:
# BrCuF18P3

BrCuF18P3 as an isolated structure (wB97M-V/def2-TZVPD, the Open Molecules 2025 dataset).

Output
Kohn-Sham gap (alpha / beta) in eV: 9.53 / 6.82
Total charge: -2
Total energy in eV: -191484.679
LUMO level (alpha / beta) in Ha: 0.1891 / 0.0939
HOMO level (alpha / beta) in eV: -4.383 / -4.259
Spin multiplicity: 2
F_max in eV Å⁻¹: 2.8

Last column: Mulliken spin population.
CARTESIAN COORDINATES (ANGSTROEM)
Cu: 0.82 0.41 -29.22  0.67
Br: -0.74 0.93 -31.12  0.28
P: -0.65 0.12 -26.71  0.01
F: -0.55 -0.90 -27.96  0.01
F: -2.25 -0.14 -26.69  0.00
F: -0.50 -1.16 -25.70  0.00
F: -0.87 1.09 -25.46  0.00
F: 0.98 0.18 -26.88  0.00
F: -0.59 1.35 -27.78  0.01
P: 2.94 2.80 -29.04  0.00
F: 4.57 2.65 -29.27  0.00
F: 3.04 1.58 -27.96  0.00
F: 3.22 3.88 -27.90  0.00
F: 1.37 2.93 -28.64  0.00
F: 2.91 4.02 -30.12  0.00
F: 2.60 1.71 -30.21  0.00
P: 2.70 -1.94 -30.04  0.01
F: 3.25 -0.80 -29.03  0.00
F: 4.15 -1.92 -30.73  0.00
F: 3.15 -3.05 -28.94  0.00
F: 2.18 -3.11 -31.05  0.00
F: 1.26 -1.92 -29.21  0.00
F: 1.96 -0.75 -30.90  0.01

Entry 2:
# C19H20N3O3PdS3Sb

C19H20N3O3PdS3Sb as an isolated structure (wB97M-V/def2-TZVPD, the Open Molecules 2025 dataset).

Output
Kohn-Sham gap (alpha / beta) in eV: 5.92 / 5.20
Total charge: -1
Total energy in eV: -73167.043
LUMO level (alpha / beta) in Ha: 0.0512 / 0.0299
HOMO level (alpha / beta) in eV: -4.526 / -4.389
Spin multiplicity: 2
F_max in eV Å⁻¹: 1.6

Last column: Mulliken spin population.
CARTESIAN COORDINATES (ANGSTROEM)
Pd: 2.05 0.81 0.07  0.00
S: 0.54 3.49 2.32  0.31
Sb: 2.62 3.18 1.36  0.17
S: 3.36 0.90 1.98  0.22
S: 2.10 2.95 -1.04  0.27
C: 6.57 -1.79 0.68  0.00
N: 6.05 -0.70 -0.13  0.00
C: 6.81 0.53 -0.22  0.00
C: 4.76 -0.69 -0.56  0.00
C: 3.94 -1.94 -0.31  0.00
O: 4.31 0.29 -1.16  0.00
H: 7.61 -1.58 0.92  0.00
H: 6.53 -2.73 0.14  0.00
H: 6.02 -1.90 1.62  0.00
H: 7.87 0.30 -0.28  0.00
H: 6.63 1.17 0.64  0.00
H: 6.50 1.06 -1.12  0.00
H: 4.40 -2.81 -0.79  0.00
H: 2.95 -1.78 -0.73  0.00
H: 3.86 -2.12 0.76  0.00
O: 0.86 -0.16 -1.70  0.00
C: -0.13 -0.10 -0.93  0.01
N: -1.43 -0.13 -1.34  0.00
C: -2.32 0.02 -0.20  0.00
C: -1.25 0.02 0.98  0.00
O: -1.57 0.06 2.14  0.00
N: -0.02 -0.05 0.42  0.00
C: -3.23 -1.17 0.02  0.00
C: -3.13 -2.33 -0.75  0.00
C: -3.96 -3.41 -0.51  0.00
C: -4.89 -3.36 0.51  0.00
C: -4.99 -2.22 1.30  0.00
C: -4.16 -1.13 1.06  0.00
C: -3.05 1.35 -0.27  -0.01
C: -2.46 2.51 0.22  -0.03
C: -3.11 3.73 0.08  -0.01
C: -4.34 3.80 -0.55  0.00
C: -4.93 2.65 -1.04  0.00
C: -4.29 1.43 -0.90  0.00
H: -1.70 0.10 -2.28  0.00
H: -2.39 -2.38 -1.54  0.00
H: -3.88 -4.30 -1.12  0.00
H: -5.55 -4.20 0.70  0.00
H: -5.72 -2.18 2.10  0.00
H: -4.22 -0.24 1.67  0.00
H: -1.50 2.47 0.73  0.05
H: -2.64 4.62 0.47  0.00
H: -4.84 4.76 -0.65  0.00
H: -5.89 2.70 -1.54  0.00
H: -4.76 0.52 -1.28  0.00

Entry 3:
# CH12O4S2

A 5-piece molecular cluster, CH12O4S2 overall (wB97M-V/def2-TZVPD, the Open Molecules 2025 dataset).

Output
Kohn-Sham gap in eV: 8.80
Total charge: 0
Total energy in eV: -31090.765
LUMO level in Ha: -0.0110
Structure (SMILES): CSS.O.O.O.O
HOMO level in eV: -9.095
Spin multiplicity: 1
F_max in eV Å⁻¹: 4.9

Last column: natural (NBO) charge in e.
CARTESIAN COORDINATES (ANGSTROEM)
C: -0.77 -0.25 -1.51  -0.87
S: 0.71 -0.85 -2.10  0.17
S: 2.07 -1.31 -0.48  -0.17
H: -1.07 0.84 -1.67  0.25
H: -0.89 -0.35 -0.40  0.25
H: -1.71 -0.63 -1.95  0.26
H: 1.18 -2.07 0.37  0.16
O: -2.61 1.67 -0.05  -0.98
H: -2.30 2.67 -0.10  0.47
H: -1.93 1.30 0.61  0.49
O: -0.45 1.94 1.22  -1.00
H: 0.42 1.68 1.56  0.50
H: -0.32 2.25 0.28  0.47
O: 1.63 0.77 1.88  -0.99
H: 1.71 0.31 0.99  0.50
H: 1.35 0.21 2.67  0.50
O: -2.51 -0.62 2.44  -0.93
H: -1.63 -0.25 2.19  0.46
H: -3.08 -0.01 2.00  0.47

Entry 4:
# C6H13CrO3

C6H13CrO3 as an isolated structure (wB97M-V/def2-TZVPD, the Open Molecules 2025 dataset).

Output
Kohn-Sham gap (alpha / beta) in eV: 5.75 / 5.87
Total charge: 0
Total energy in eV: -40986.366
LUMO level (alpha / beta) in Ha: 0.0125 / 0.0069
HOMO level (alpha / beta) in eV: -5.410 / -5.683
Spin multiplicity: 6
F_max in eV Å⁻¹: 4.0

Last column: Mulliken spin population.
CARTESIAN COORDINATES (ANGSTROEM)
C: -2.36 0.84 0.75  0.00
O: -1.04 1.11 1.27  -0.01
C: -0.57 2.33 0.68  0.03
C: 0.25 1.98 -0.53  0.00
O: 1.04 0.78 -0.34  -0.03
C: 1.46 0.14 -1.54  -0.01
C: 1.82 -1.28 -1.20  -0.01
O: 0.74 -1.83 -0.45  -0.04
C: 0.82 -3.23 -0.27  -0.01
Cr: 0.14 -0.47 1.09  5.04
H: -3.26 0.55 1.31  0.00
H: -2.35 -0.11 0.17  0.02
H: -1.91 2.61 1.08  0.01
H: 0.92 2.80 -0.81  0.00
H: -0.41 1.80 -1.40  0.00
H: 2.32 0.66 -1.98  0.00
H: 0.63 0.14 -2.26  0.00
H: 2.75 -1.33 -0.60  0.01
H: 1.98 -1.86 -2.12  0.01
H: -0.08 -3.54 0.28  0.02
H: 0.85 -3.74 -1.24  0.01
H: 1.71 -3.49 0.32  0.00
H: -0.20 3.36 0.86  -0.01

Entry 5:
# C19H19FN4O4S

One molecule with the formula C19H19FN4O4S (wB97M-V/def2-TZVPD, the Open Molecules 2025 dataset).

Output
Kohn-Sham gap in eV: 8.68
Total charge: 0
Total energy in eV: -47714.023
LUMO level in Ha: 0.0113
Structure (SMILES): CN([C@@H]1CCc2c(c3nccnc3n2CC(=O)O)C1)S(=O)(=O)c1ccc(F)cc1
HOMO level in eV: -8.376
Spin multiplicity: 1
F_max in eV Å⁻¹: 2.3

Last column: natural (NBO) charge in e.
CARTESIAN COORDINATES (ANGSTROEM)
C: 1.75 2.79 -0.98  -0.42
N: 0.78 2.50 0.08  -0.66
C: -0.18 1.47 -0.27  -0.03
C: -1.58 1.68 0.38  -0.40
C: -2.59 0.79 -0.34  -0.45
C: -2.17 -0.65 -0.41  0.22
C: -0.84 -0.99 -0.27  -0.06
C: -0.78 -2.41 -0.47  0.10
N: 0.27 -3.24 -0.31  -0.37
C: -0.07 -4.53 -0.56  -0.04
C: -1.38 -4.96 -0.86  -0.03
N: -2.43 -4.13 -1.02  -0.40
C: -2.10 -2.87 -0.78  0.31
N: -2.92 -1.75 -0.73  -0.36
C: -4.32 -1.77 -1.13  -0.32
C: -4.71 -1.05 -2.44  0.79
O: -3.88 -0.49 -3.07  -0.58
O: -6.03 -1.07 -2.80  -0.69
C: 0.27 -0.02 0.02  -0.45
S: 1.34 2.73 1.74  2.26
O: 0.42 2.10 2.70  -0.92
O: 1.60 4.14 1.94  -0.92
C: 2.93 1.84 1.77  -0.34
C: 4.12 2.55 1.57  -0.18
C: 5.35 1.86 1.61  -0.27
C: 5.38 0.48 1.85  0.41
F: 6.57 -0.16 1.76  -0.31
C: 4.20 -0.19 2.13  -0.28
C: 2.96 0.50 2.12  -0.16
H: 1.20 3.14 -1.85  0.21
H: 2.39 1.98 -1.25  0.19
H: 2.43 3.63 -0.75  0.22
H: -0.33 1.54 -1.34  0.20
H: -1.50 1.45 1.46  0.23
H: -1.83 2.75 0.26  0.22
H: -2.78 1.17 -1.37  0.24
H: -3.53 0.86 0.24  0.22
H: 0.73 -5.26 -0.47  0.20
H: -1.49 -6.01 -0.91  0.20
H: -4.64 -2.81 -1.23  0.26
H: -4.96 -1.35 -0.34  0.23
H: -6.11 -0.57 -3.63  0.50
H: 0.53 -0.16 1.04  0.21
H: 1.19 -0.24 -0.58  0.22
H: 4.13 3.64 1.41  0.25
H: 6.31 2.34 1.42  0.23
H: 4.25 -1.24 2.25  0.24
H: 2.05 -0.02 2.38  0.24

Entry 6:
# C4H8N2O2

C4H8N2O2 as an isolated structure (wB97M-V/def2-TZVPD, the Open Molecules 2025 dataset).

Output
Kohn-Sham gap in eV: 9.46
Total charge: 0
Total energy in eV: -11347.648
LUMO level in Ha: 0.0241
HOMO level in eV: -8.802
Spin multiplicity: 1
F_max in eV Å⁻¹: 2.7

Last column: natural (NBO) charge in e.
CARTESIAN COORDINATES (ANGSTROEM)
C: -0.29 -1.04 -1.55  -0.71
C: -0.51 -0.47 -0.17  0.67
C: 1.09 -0.13 0.54  0.04
N: -1.40 2.02 0.37  -0.51
N: 1.64 -1.15 1.24  -0.80
C: 1.12 1.12 0.30  -0.01
O: -0.52 1.28 -0.48  -0.43
O: -1.31 -0.92 0.64  -0.67
H: -2.29 2.03 -0.14  0.35
H: -1.55 1.42 1.18  0.35
H: 2.34 -0.91 1.94  0.39
H: 0.97 -1.85 1.54  0.40
H: 1.45 2.14 0.30  0.23
H: -1.25 -1.36 -1.96  0.23
H: 0.11 -0.29 -2.24  0.23
H: 0.39 -1.89 -1.52  0.23

Entry 7:
# C40H49N3O3PRuS3

C40H49N3O3PRuS3 as an isolated structure (wB97M-V/def2-TZVPD, the Open Molecules 2025 dataset).

Output
Kohn-Sham gap in eV: 7.77
Total charge: +1
Total energy in eV: -97258.371
LUMO level in Ha: -0.0652
HOMO level in eV: -9.540
Spin multiplicity: 1
F_max in eV Å⁻¹: 1.6

Last column: Mulliken charge in e.
CARTESIAN COORDINATES (ANGSTROEM)
Ru: 0.19 -0.09 0.10  1.27
O: -0.72 -1.74 -0.48  0.14
N: 0.02 -2.86 -0.65  0.48
C: -0.65 -3.96 -1.08  -0.58
C: 0.01 -5.13 -1.28  -0.83
C: 1.40 -5.17 -1.03  -0.35
C: 2.04 -4.05 -0.59  -1.29
C: 1.33 -2.85 -0.40  0.96
S: 2.02 -1.39 0.17  -0.62
H: -1.71 -3.80 -1.24  0.50
H: -0.53 -5.99 -1.62  0.47
H: 1.95 -6.09 -1.17  0.44
H: 3.10 -4.05 -0.37  0.52
O: -1.31 1.76 1.48  -0.72
S: -1.00 2.94 2.35  0.56
C: -1.80 4.41 1.61  -1.04
C: -2.20 4.17 0.16  -0.39
C: -3.48 3.34 0.08  -0.28
C: -3.86 2.93 -1.34  -1.06
S: -2.87 1.53 -1.96  0.16
O: -1.55 1.54 -1.22  -0.62
C: -3.82 0.20 -1.24  0.63
C: -4.88 -0.33 -1.96  -0.72
C: -5.59 -1.40 -1.44  -0.70
C: -5.24 -1.92 -0.20  -1.00
C: -4.18 -1.37 0.52  -1.12
C: -3.46 -0.30 0.00  0.46
C: 0.70 3.36 1.97  0.64
C: 1.33 4.32 2.76  -0.65
C: 2.63 4.68 2.49  -0.79
C: 3.32 4.09 1.43  -0.65
C: 2.69 3.13 0.66  -0.80
C: 1.39 2.75 0.93  0.27
H: -1.07 5.22 1.71  0.56
H: -2.66 4.64 2.24  0.54
H: -1.39 3.67 -0.37  0.01
H: -2.37 5.13 -0.33  0.63
H: -4.31 3.93 0.49  0.65
H: -3.39 2.44 0.69  -0.15
H: -3.74 3.74 -2.06  0.52
H: -4.89 2.57 -1.39  0.48
H: -5.14 0.08 -2.93  0.49
H: -6.41 -1.83 -2.00  0.44
H: -5.78 -2.77 0.20  0.44
H: -3.92 -1.78 1.49  0.49
H: -2.64 0.13 0.55  0.59
H: 0.79 4.77 3.58  0.47
H: 3.12 5.43 3.10  0.44
H: 4.34 4.38 1.22  0.43
H: 3.22 2.66 -0.16  0.47
H: 0.96 1.99 0.28  0.10
C: -0.36 -2.47 2.48  -1.93
P: 0.18 -0.72 2.37  2.43
C: 1.77 -0.70 3.27  -0.16
C: 2.81 0.15 2.89  -0.01
C: 3.98 0.21 3.63  -0.90
C: 4.13 -0.59 4.76  -0.63
C: 3.09 -1.43 5.15  -0.84
C: 1.92 -1.48 4.41  -0.53
C: -0.88 0.02 3.68  -0.21
C: -2.26 -0.17 3.61  -0.31
C: -3.11 0.41 4.53  -0.49
C: -2.59 1.20 5.56  -0.71
C: -1.23 1.39 5.64  -0.65
C: -0.38 0.82 4.70  0.01
H: -0.81 -2.68 3.45  0.70
H: 0.49 -3.12 2.33  0.38
H: -1.09 -2.65 1.70  0.29
H: 2.71 0.77 2.02  0.29
H: 4.78 0.87 3.33  0.48
H: 5.04 -0.55 5.34  0.41
H: 3.19 -2.04 6.04  0.43
H: 1.11 -2.12 4.74  0.35
H: -2.68 -0.79 2.82  -0.10
H: -4.18 0.25 4.46  0.48
H: -3.26 1.65 6.28  0.41
H: -0.81 1.99 6.45  0.45
H: 0.69 0.99 4.79  0.38
C: 1.44 -2.48 -5.54  -0.99
C: 1.56 -0.96 -5.44  -0.78
N: 0.79 -0.38 -4.33  0.32
C: -0.61 -0.07 -4.58  -1.16
C: -1.57 -1.17 -4.12  -0.17
C: 1.32 -0.26 -3.08  1.15
C: 2.78 -0.57 -2.93  -1.75
N: 0.63 0.16 -2.06  -0.12
H: 2.13 -2.86 -6.30  0.41
H: 0.43 -2.78 -5.82  0.29
H: 1.68 -2.96 -4.59  0.19
H: 1.19 -0.50 -6.35  0.39
H: 2.60 -0.67 -5.35  0.41
H: -0.71 0.10 -5.65  0.41
H: -0.86 0.87 -4.09  0.48
H: -1.41 -2.09 -4.67  0.39
H: -2.60 -0.85 -4.28  0.26
H: -1.44 -1.38 -3.05  -0.24
H: 3.37 0.10 -3.56  0.62
H: 3.02 -1.59 -3.23  0.28
H: 3.08 -0.43 -1.90  0.05
H: -0.30 0.45 -2.33  -0.40

Entry 8:
# C2H5NOS

One molecule with the formula C2H5NOS (wB97M-V/def2-TZVPD, the Open Molecules 2025 dataset).

Output
Kohn-Sham gap in eV: 9.43
Total charge: 0
Total energy in eV: -16525.764
LUMO level in Ha: 0.0258
Structure (SMILES): COC(N)=S
HOMO level in eV: -8.731
Spin multiplicity: 1
F_max in eV Å⁻¹: 4.3

Last column: natural (NBO) charge in e.
CARTESIAN COORDINATES (ANGSTROEM)
C: 1.49 0.55 0.31  -0.31
O: 0.45 -0.37 0.49  -0.52
C: -0.63 0.01 -0.27  0.34
N: -1.66 -0.90 -0.02  -0.83
S: -0.84 1.11 -1.46  -0.15
H: 2.37 -0.12 0.64  0.21
H: 1.61 1.10 -0.89  0.22
H: 0.99 1.38 0.96  0.20
H: -1.32 -1.52 0.86  0.39
H: -2.46 -1.24 -0.62  0.44

> Which value of F_max does entry 3 give?

4.9 eV Å⁻¹

> Which value of total energy does entry 1 give?

-191484.679 eV

> Look up the spin multiplicity of the second one.

2